This record from the OMol25 dataset describes a gas-phase ion, C2H2NO2S2 (charge -1) at a distorted geometry. The level of theory is ωB97M-V with the def2-TZVPD basis set.

## Properties
Total charge: -1
HOMO-LUMO gap (alpha / beta) (eV): 5.744 / 5.146
Lowest unoccupied orbital energy (alpha / beta) (Eh): 0.084 / 0.071

XYZ file:
```
9
C2H2NO2S2 | the OMol25 dataset | ωB97M-V with the def2-TZVPD basis set
C -0.712 0.438 0.504
C 0.262 -0.737 0.812
N -0.525 0.949 -0.691
O -1.562 0.759 1.308
O 0.011 0.353 -3.060
S 1.722 -0.118 1.614
S 0.522 1.021 -1.844
H -0.253 -1.428 1.481
H 0.534 -1.236 -0.124
```